58
Properties=species:S:1:pos:R:3 method="wB97M-V/def2-TZVPD" e_above_lowest_ev=1.6128 gap_ev=8.13 charge=0 e_tot_ev=-62522.34515 lumo_energy_ev=-0.94
Cs -3.4499 -2.0285 1.7678
N -1.1444 -0.2958 0.9463
S 0.2335 0.1897 1.0802
O 0.3794 1.6259 0.9388
O 1.3935 -0.5912 0.6807
F 0.2905 -0.0370 2.6518
S -0.9957 -0.4461 -0.7361
O -0.5936 -1.7934 -1.1420
O -0.4667 0.6425 -1.5440
F -2.5656 -0.4577 -1.1579
C -0.1203 -4.7498 -2.1353
O -1.0296 -3.8789 -2.8092
H 0.7853 -4.8421 -2.7349
H 0.0529 -4.3886 -1.1215
H -0.5255 -5.7566 -2.0340
H -0.8178 -3.0104 -2.4593
C -6.0275 -0.4518 -0.9663
O -5.6980 -1.6211 -0.2942
H -6.0280 -0.8264 -1.9899
H -7.0266 -0.1392 -0.6627
H -5.3486 0.3847 -0.8008
H -6.3462 -2.2815 -0.5498
C -0.0032 3.3212 3.5252
O -0.0896 4.2624 4.5300
H 0.5294 2.3817 3.6730
H -1.0432 3.1838 3.2293
H 0.4173 3.8219 2.6530
H 0.7545 4.3856 4.9704
C 0.7711 0.3916 -4.5358
O 1.7905 0.5777 -5.4699
H 0.5960 1.3972 -4.1532
H -0.1122 -0.1157 -4.9239
H 1.1480 -0.2505 -3.7398
H 1.5412 1.2434 -6.1151
C 3.9708 -1.3376 -1.2424
O 4.1212 -0.8893 0.0732
H 3.9137 -0.4794 -1.9120
H 4.7791 -2.0314 -1.4730
H 3.0714 -1.9500 -1.3069
H 3.2585 -0.9580 0.4887
C 2.8759 2.0995 -1.4477
O 3.4294 3.3045 -1.3410
H 2.6440 1.8270 -2.4773
H 3.5550 1.3673 -1.0110
H 1.9376 2.1149 -0.8932
H 2.8842 3.8988 -1.8617
C -3.6030 1.5641 1.8017
O -2.7700 0.8367 2.6957
H -3.1507 2.4656 1.3884
H -3.8353 0.9337 0.9433
H -4.5174 1.9316 2.2674
H -2.0295 0.4550 2.2186
C 2.8302 -0.9697 4.3585
O 3.3105 -1.1536 3.0848
H 3.5078 -0.2239 4.7741
H 1.8601 -0.4878 4.4801
H 2.9772 -1.8311 5.0100
H 3.7284 -0.3341 2.8105


55
Properties=species:S:1:pos:R:3 method="wB97M-V/def2-TZVPD" multiplicity=2 gap_ev="9.17 / 1.96" charge=0 e_tot_ev=-50788.78873 lumo_energy_ev="-0.25 / -7.46"
P -0.6961 -0.4745 -0.2345
F -1.6228 -0.1535 1.1262
F -0.3261 -1.9592 0.2943
F -2.0531 -1.0690 -1.0275
F 0.1434 -0.8551 -1.6216
F -1.0007 0.9396 -0.7731
F 0.5815 0.2243 0.5774
C 3.6633 -0.0088 -0.8171
C 3.3430 -0.4606 -2.2205
O 4.4978 -0.2446 -3.0523
H 4.5244 -0.5159 -0.3820
H 2.8372 -0.1179 -0.1143
H 3.9615 1.0379 -0.8767
H 2.5326 0.0546 -2.7361
H 3.2265 -1.5442 -2.1984
H 4.9884 -1.0682 -3.1025
C 2.7127 -2.2224 1.8418
C 3.4250 -3.4490 2.4633
O 2.5112 -4.4512 2.7899
H 3.4257 -1.3988 1.8066
H 1.9118 -2.0865 2.5686
H 2.4820 -2.3163 0.7806
H 3.8222 -3.2298 3.4544
H 4.2468 -3.8635 1.8794
H 1.6649 -4.0133 2.9061
C 0.4663 5.2017 -2.0018
C 0.9475 3.7194 -1.9080
O -0.2245 2.8951 -2.1111
H 1.3783 5.7809 -2.1463
H -0.1581 5.5911 -1.1977
H -0.2531 5.4109 -2.7935
H 1.6168 3.5504 -1.0644
H 1.5640 3.4846 -2.7757
H -0.1573 2.1529 -1.5060
C -4.4137 3.3167 1.6106
C -3.9795 2.4271 0.4604
O -4.1880 1.1077 0.7971
H -4.1168 4.3182 1.2992
H -3.8946 3.0210 2.5223
H -5.5010 3.2781 1.6769
H -2.9541 2.4952 0.0971
H -4.4858 2.5700 -0.4942
H -3.3486 0.6426 0.7710
O -2.5481 -2.7825 2.0808
H -3.1409 -2.6090 1.3496
H -1.6751 -2.7775 1.6884
O 0.7772 -3.4658 -2.3692
H 0.5103 -2.5727 -2.1515
H -0.0432 -3.9567 -2.4163
O -4.5594 -2.3592 -1.3041
H -5.0648 -2.3607 -0.4912
H -3.8084 -1.7954 -1.1188
O -0.9827 -1.0305 3.7230
H -0.9483 -0.3451 3.0557
H -1.6174 -1.6625 3.3855


66
Properties=species:S:1:pos:R:3 method="wB97M-V/def2-TZVPD" gap_ev=4.17 charge=+3 e_tot_ev=-53044.37362 lumo_energy_ev=-11.70
Hf 0.7318 2.5045 -0.9493
F 0.1660 0.4163 -0.1425
C 1.5608 -0.7101 -3.1617
O 1.4710 0.4778 -2.7779
N 2.6251 -1.1610 -3.8361
N 0.7212 -1.6573 -2.8046
H 3.3324 -0.5052 -4.1292
H 2.6784 -2.1603 -3.9583
H 0.0413 -1.3171 -2.1417
H 0.7218 -2.5951 -3.1747
C 1.5240 -2.4500 1.7532
O 1.8093 -1.5376 2.5189
N 1.2245 -2.2272 0.4780
N 1.3766 -3.7249 2.0184
H 0.9584 -1.2680 0.3161
H 0.7497 -2.9840 0.0013
H 1.3071 -4.4416 1.3130
H 1.5845 -4.0167 2.9623
C -2.3905 -0.6001 3.1250
O -3.3161 -1.2140 2.5705
N -2.3132 -0.4824 4.4393
N -1.3641 -0.1233 2.5011
H -3.0785 -0.8928 4.9523
H -1.4522 -0.1467 4.8403
H -1.2633 -0.1266 1.4990
H -0.7820 0.5488 2.9772
C -1.8374 -3.1704 -0.9154
O -0.7228 -3.6841 -0.9951
N -2.0234 -1.9689 -0.3373
N -2.9342 -3.6684 -1.4650
H -1.2152 -1.4357 -0.0570
H -2.9687 -1.6407 -0.2095
H -2.8357 -4.4175 -2.1331
H -3.6816 -2.9929 -1.4413
C 3.8381 0.8983 -0.4506
O 2.8058 1.5054 -0.7636
N 3.8866 -0.3340 0.0059
N 5.0179 1.4368 -0.4137
H 3.0400 -0.8834 0.0737
H 4.7478 -0.7546 0.3187
H 5.1169 2.3688 -0.7894
H 5.8764 0.9128 -0.3380
C -2.7891 2.7168 0.1882
O -1.6539 2.5323 -0.1854
N -3.1254 3.1282 1.3763
N -3.7475 2.4521 -0.6556
H -4.1189 3.2275 1.5201
H -2.4037 3.2726 2.0651
H -3.4103 1.9920 -1.4867
H -4.7213 2.5460 -0.4100
C -1.6805 1.3490 -3.1326
O -0.7481 1.8272 -2.5379
N -2.4875 0.3824 -2.7237
N -2.2475 1.9988 -4.1211
H -3.3102 0.1382 -3.2540
H -2.2491 -0.2629 -1.9821
H -1.7225 2.7734 -4.5011
H -2.9432 1.6024 -4.7350
C 2.0443 2.3045 2.4505
O 1.5337 2.4181 1.3417
N 2.4015 1.2230 3.1046
N 2.3514 3.3559 3.1097
H 2.8851 1.3522 3.9791
H 2.2246 0.3046 2.7119
H 2.1882 4.2694 2.7139
H 2.9954 3.3193 3.8850


62
Properties=species:S:1:pos:R:3 method="wB97M-V/def2-TZVPD" smiles="NC(N)=O.NC(N)=O.NC(N)=O.NC(N)=O.NC(N)=O.NC(N)=O.NC(N)=O.CO" e_above_lowest_ev=0.2680 gap_ev=9.16 charge=0 e_tot_ev=-46064.10986 lumo_energy_ev=0.23
N -0.0740 -3.5729 0.1498
C 0.5044 -3.9049 -1.0292
N 0.9445 -5.1936 -1.0972
O 0.5656 -3.1511 -1.9962
H -0.1841 -2.5803 0.3569
H -0.1542 -4.2361 0.8979
H 1.4848 -5.4494 -1.9029
H 0.8725 -5.8274 -0.3241
N 2.7696 -0.3312 0.5452
C 2.9951 -0.5817 1.8653
N 1.8940 -1.0000 2.5539
O 4.1106 -0.5197 2.3604
H 1.8555 -0.4664 0.1513
H 3.5490 -0.2886 -0.0827
H 2.0675 -1.2821 3.4986
H 0.9794 -0.8998 2.1405
N 1.1019 -4.0956 -6.8690
C 1.1254 -3.4267 -5.6758
N 0.0773 -3.6425 -4.8337
O 2.0530 -2.6765 -5.4090
H 0.4543 -4.8475 -7.0088
H 1.9560 -4.0001 -7.3857
H 0.2111 -3.3360 -3.8764
H -0.5767 -4.3561 -5.0962
N -1.2926 1.1479 -0.2258
C -0.6589 -0.0578 -0.2943
N -0.2638 -0.4321 -1.5279
O -0.4703 -0.7493 0.7163
H -1.6339 1.5771 -1.0646
H -1.4406 1.4864 0.7081
H -0.6002 0.0129 -2.3698
H 0.1205 -1.3713 -1.6075
N -0.7218 5.5629 0.2101
C 0.5896 5.3373 0.5340
N 1.4715 6.2095 -0.0433
O 0.9492 4.4732 1.3220
H -1.4097 5.0628 0.7428
H -0.9200 6.4656 -0.1807
H 2.4579 6.1683 0.1220
H 1.0873 6.7797 -0.7745
N -1.4932 -1.7142 3.3117
C -1.8069 -0.5965 4.0252
N -1.2776 -0.5433 5.2786
O -2.6003 0.2410 3.6153
H -1.9974 -1.7588 2.4434
H -0.8218 -2.4299 3.5087
H -0.5235 -1.1618 5.5087
H -1.5001 0.2591 5.8410
N -0.2535 2.1112 3.2244
C -0.0359 2.9424 4.3055
N 0.5094 4.1419 4.0003
O -0.3764 2.6353 5.4437
H 0.0536 2.5219 2.3549
H -1.1180 1.5978 3.3255
H 0.6052 4.8671 4.6826
H 0.7554 4.3045 3.0206
C -2.9716 0.5910 -3.5270
O -1.6353 1.1516 -3.6076
H -3.6026 1.0045 -4.3091
H -2.9249 -0.4951 -3.5989
H -3.3226 0.8722 -2.5363
H -1.5087 1.4515 -4.5111